1.
The molecule C3H8O2, computed with wB97M-V/def2-TZVPD.

Structure (XYZ):
```
13
Properties=species:S:1:pos:R:3:forces:R:3:mulliken_charge:R:1
C 1.5168 0.7792 0.3493 0.228 0.181 -0.026 -0.692
O 0.4376 0.0425 0.8763 -0.056 -0.052 0.101 -0.350
C -0.0968 -0.9230 -0.0143 -0.064 -0.120 -0.130 -0.398
C -1.4521 -0.4525 -0.5142 -0.068 -0.368 0.111 -0.417
O -1.3518 0.7961 -1.1648 0.035 0.261 0.122 -0.517
H 1.8632 1.4494 1.1409 -0.042 -0.093 -0.139 0.236
H 2.3474 0.1251 0.0501 -0.095 0.047 0.061 0.287
H 1.2160 1.3726 -0.5239 0.081 -0.052 0.071 0.327
H 0.5822 -1.0773 -0.8632 -0.071 0.026 0.083 0.296
H -0.1953 -1.8741 0.5253 -0.020 0.130 -0.071 0.316
H -1.8564 -1.1631 -1.2425 0.070 0.065 0.093 0.338
H -2.1522 -0.3997 0.3329 0.091 0.008 -0.116 0.270
H -1.0470 1.4211 -0.4932 -0.087 -0.033 -0.160 0.304
```
Forces are in eV/Å.

The calculation puts the strongest force on any atom at 0.4 eV Å⁻¹. As for the total energy: -7334.77561 eV. Its SMILES is COCCO.

=====

2.
C15H20N4OS as an isolated structure, computed with wB97M-V/def2-TZVPD.

Structure (XYZ):
```
41
Properties=species:S:1:pos:R:3:forces:R:3:mulliken_charge:R:1
C 0.8326 0.6586 -2.7445 -0.098 0.857 -4.124 -1.351
C 1.3875 -0.2595 -1.8737 4.854 -1.000 -0.185 0.394
C 2.5980 -0.7825 -2.0852 8.184 0.326 -4.442 -0.796
C 3.3347 -1.7161 -1.3483 1.525 2.624 -6.028 -1.088
C 2.6829 -2.1795 -0.4027 0.698 -7.901 12.668 0.151
C 1.5554 -1.7405 0.0968 -4.690 2.175 2.041 -0.042
C 1.0607 -0.7912 -0.7337 -9.855 0.338 3.771 1.940
N -0.5405 -0.4308 -0.4661 4.091 0.867 3.242 -0.248
C -1.5930 -0.6693 -1.2000 -0.364 4.068 7.056 0.649
O -1.6007 -1.2453 -2.1743 -1.185 -4.315 -7.641 -0.602
C -2.8700 0.0112 -0.5430 3.763 4.683 -3.607 -1.207
H -3.2187 0.6009 -1.5177 1.074 0.009 1.985 0.369
H -3.6048 -0.5842 -0.7252 -4.972 -4.410 0.873 0.887
S -2.7782 1.1479 0.8819 -0.113 -0.915 -1.516 -0.326
C -2.0109 2.4854 0.0526 2.419 4.091 1.591 0.370
N -1.1571 2.6243 -0.9558 -2.507 -0.846 -0.606 0.028
N -0.7397 3.9790 -1.2125 -1.295 -1.050 5.271 -0.770
C -1.0715 4.5553 -0.0566 -2.268 -1.302 0.585 -0.090
N -2.0437 3.7563 0.8509 5.097 -1.101 -7.130 -0.006
C -2.3818 4.0756 2.1731 -1.729 -2.378 -0.046 -0.947
H -2.6299 5.0694 2.0771 -0.429 2.421 1.112 0.418
H -3.2872 3.4996 2.3330 -0.796 0.296 0.203 0.368
H -1.8099 3.7095 3.0010 1.368 0.380 0.181 0.315
H -0.8021 5.5591 0.2707 -0.207 -0.180 -0.285 0.390
H -0.7887 0.0508 0.4109 0.804 -0.357 -0.739 0.114
C 0.6657 -2.2306 1.3807 8.295 -3.588 -2.515 -0.251
C 0.4530 -3.6778 0.9943 0.728 1.270 11.408 -1.640
H 1.1676 -4.4037 1.1384 2.773 -0.819 -0.399 0.437
H -0.0876 -3.8709 0.2770 -5.513 -1.624 -7.560 0.673
H -0.1332 -4.0699 2.0070 0.396 0.620 -2.347 0.306
C 1.4701 -2.1563 2.6952 10.495 6.623 -15.121 -2.076
H 2.4073 -2.7693 2.5065 -1.060 0.689 0.739 0.284
H 1.8225 -1.0380 2.8026 -0.526 -2.075 0.032 0.233
H 1.0333 -2.3806 3.3854 -8.806 -4.863 13.896 1.065
H -0.1577 -1.7362 1.4342 -5.077 3.035 0.042 0.704
H 3.1296 -2.9467 0.6624 -0.359 1.523 -3.871 -0.073
H 4.2260 -2.1799 -1.6354 1.449 0.140 -0.725 0.437
H 3.4299 -0.4144 -2.8758 -2.794 -0.162 0.877 0.069
H 0.3070 1.3519 -2.2049 -1.589 1.970 0.898 0.245
H 0.1217 -0.0446 -3.2301 -0.035 1.244 -0.853 0.310
H 1.6214 1.1830 -3.4462 -1.747 -1.363 1.266 0.354
```
Forces are in eV/Å.

The calculation puts the strongest force on any atom at 19.6 eV Å⁻¹. As for the total energy: -34710.57637 eV.

=====

3.
A 2-piece molecular cluster, C7H14N5 overall, computed with wB97M-V/def2-TZVPD.

Structure (XYZ):
```
26
Properties=species:S:1:pos:R:3:forces:R:3:mulliken_spin:R:1
C 2.7322 -2.3063 1.4553 -2.007 -0.491 -1.656 0.009
C 0.9886 -1.3246 0.5686 1.229 -1.258 -1.195 0.733
C -1.9628 0.2015 -1.3049 -1.055 0.523 -0.448 -0.009
C -1.6272 -1.0441 -2.1019 -0.267 0.006 0.435 0.064
C 0.6556 1.3070 -0.0888 2.691 0.208 -0.658 0.043
C 2.4894 0.0938 2.1043 -1.724 -0.456 -0.733 0.003
C -0.3436 0.4484 0.5071 1.265 0.839 4.722 0.436
N 2.1141 -3.2830 0.8547 0.049 1.204 0.181 0.059
N 1.0274 -2.6283 0.3010 1.957 1.166 2.492 0.011
N 2.0978 -1.1095 1.3115 -0.749 0.573 0.874 0.026
N -2.8386 1.0967 -1.8680 0.374 2.221 2.851 0.027
N -1.4688 0.3405 -0.1160 -4.572 -0.547 -3.195 0.532
H 3.6939 -2.3442 1.7819 2.348 -0.407 1.493 0.000
H -0.5461 -0.9002 -2.2195 -0.058 -0.285 -0.839 -0.008
H -2.2480 -1.0762 -3.0799 1.328 -0.474 1.759 0.007
H -1.6801 -1.9018 -1.3492 -0.540 0.850 -1.561 -0.003
H 0.9491 0.6759 -0.9989 0.637 1.055 0.613 0.027
H 1.5402 1.4856 0.6131 -1.247 -0.241 -1.814 0.018
H 0.4205 2.3214 -0.4531 -0.599 -0.432 0.121 0.006
H 2.7951 -0.2406 3.1027 -0.218 0.470 -0.346 0.000
H 3.2303 0.5726 1.5263 1.424 0.517 -0.144 0.000
H 1.6281 0.7973 2.0063 0.764 -0.992 1.383 -0.006
H -0.5167 0.3041 1.6072 0.535 0.694 -0.681 0.031
H -3.4348 0.9313 -2.6760 0.453 -0.228 0.436 0.003
H -3.0114 2.0359 -1.2909 0.381 -2.971 -1.883 -0.006
H 0.5277 -3.1918 -0.2685 -2.398 -1.545 -2.207 -0.004
```
Forces are in eV/Å.

The calculation puts the strongest force on any atom at 5.6 eV Å⁻¹. As for the total energy: -14922.72603 eV. As for the charge: +1. As for the expectation value of S²: 2.0105. As for the multiplicity: 3.

=====

4.
C28H71BF6N5O9Pt2 as an isolated structure, computed with wB97M-V/def2-TZVPD.

Structure (XYZ):
```
122
Properties=species:S:1:pos:R:3:forces:R:3:mulliken_spin:R:1
Pt 0.4778 -2.3397 -0.3388 3.532 0.636 -0.837 1.226
Pt -1.0937 1.7233 -0.0848 0.912 1.454 -0.098 1.134
C 3.9019 -1.6476 -0.3589 -2.464 -0.624 1.013 0.026
O 3.9209 -3.0379 -0.5303 1.199 -0.952 0.519 0.006
O 2.5258 -1.3987 -0.1330 2.905 1.370 0.304 0.075
C 4.9374 -1.1675 0.8144 -0.525 -1.960 -2.616 0.008
F 4.8037 -1.7804 1.9621 -0.690 -0.866 1.399 0.000
F 6.2313 -1.3889 0.4449 -0.001 -0.211 -0.434 0.002
F 4.8502 0.0979 0.9992 -0.558 2.887 0.510 0.000
C 5.1353 -3.7960 -0.5237 -0.580 -0.464 -0.368 -0.003
C 4.6107 -5.1250 -0.9658 0.009 -1.719 -0.143 0.003
H 5.2896 -5.8928 -1.3367 0.686 0.321 0.305 0.000
H 4.1822 -5.5390 -0.0531 -0.517 -0.452 -0.303 -0.001
H 3.8849 -5.0837 -1.7780 -0.228 0.451 0.188 -0.001
H 5.4525 -3.9571 0.5067 0.603 0.567 -0.038 0.000
H 5.9358 -3.4459 -1.1753 -0.103 0.535 0.131 -0.001
H 4.3490 -1.3155 -1.2959 -0.097 1.194 -0.166 0.002
C 0.4609 2.4730 -3.1453 -0.607 -1.453 6.815 -0.015
O 0.1634 3.7324 -2.5205 0.130 2.016 -1.989 0.027
O -0.1504 1.5196 -2.1623 0.748 1.116 -3.214 0.179
C 0.1073 2.3833 -4.5641 0.343 -1.338 -4.486 0.008
F 1.1862 2.7320 -5.3551 0.171 -0.101 1.024 0.001
F -0.2193 1.1371 -5.0524 0.309 0.200 1.380 0.000
F -0.8379 3.1514 -5.0440 -1.560 1.067 0.761 0.000
C 0.6741 4.9352 -3.1886 0.125 0.546 -0.894 -0.003
C 0.5546 6.2447 -2.4291 0.216 -1.073 1.069 0.002
H 1.4267 6.7963 -2.7802 -0.358 0.552 0.308 0.000
H -0.3889 6.7669 -2.5881 0.173 0.034 -0.113 0.000
H 0.6536 6.0184 -1.3675 0.237 0.455 0.254 -0.001
H 0.2133 5.2715 -4.1173 -0.729 -1.350 -0.463 0.000
H 1.7123 4.8601 -3.5119 0.258 -0.834 0.527 -0.001
H 1.5375 2.3416 -3.0368 0.225 -0.133 -0.539 -0.002
B -0.9459 -0.5997 0.2256 -0.061 -0.004 0.879 -0.265
H -0.7092 -0.0269 1.1088 0.983 1.344 3.561 0.073
H -0.0757 -0.5169 -0.4069 3.618 0.257 -2.507 0.165
H -1.2471 -1.5843 0.5480 -1.879 -2.958 1.417 0.090
H -1.7833 -0.1525 -0.2874 -3.494 1.152 -2.413 0.122
C -1.2656 -2.2834 -4.3021 -0.240 -0.237 0.553 0.012
C -1.0420 -2.3105 -2.7814 -2.056 -0.016 -2.602 -0.021
C -1.1612 -3.7288 -2.3050 0.467 0.003 -0.185 0.032
O -1.0546 -3.7113 -0.8843 -3.299 -1.752 0.567 0.070
C -2.4382 -3.5687 -0.4161 -0.415 -0.350 -0.471 -0.003
N 0.2237 -1.7776 -2.4758 1.534 0.704 -0.557 0.172
H -2.2183 -2.7768 -4.4945 0.071 -0.026 -0.466 -0.001
H -0.4314 -2.8225 -4.7513 -0.169 -0.090 -0.428 -0.001
H -1.3028 -1.2626 -4.6825 0.095 -0.047 -0.006 0.000
H -1.7683 -1.5923 -2.4009 -0.318 -0.489 0.687 0.000
H -0.3359 -4.3085 -2.7184 0.334 0.030 0.201 -0.006
H -2.0546 -4.2591 -2.6348 -0.201 0.281 0.141 -0.002
H -3.0479 -4.4267 -0.6993 0.425 -0.437 -0.317 -0.001
H -2.8630 -2.7400 -0.9826 -0.137 0.330 0.655 -0.002
H -2.5994 -3.5176 0.6608 0.886 0.574 -0.061 0.007
H 0.8479 -2.0096 -3.2353 0.784 -0.892 0.144 0.004
H 0.1365 -0.7976 -2.7042 0.131 1.182 1.020 -0.031
C 2.3738 3.6003 0.2092 -0.481 -0.883 1.937 -0.008
C 2.0689 2.4291 1.2666 1.169 0.777 -1.986 -0.024
C 2.6155 2.6869 2.6787 -0.112 0.766 -0.241 0.009
O 2.6402 1.5221 3.4421 0.425 -0.437 -0.215 0.000
C 3.8722 1.3149 4.1805 -1.563 0.420 -0.898 0.000
N 0.5820 2.1989 1.3389 1.477 -0.032 1.187 0.186
H 2.1377 3.3581 -0.8270 -0.548 -0.134 0.323 -0.002
H 3.3972 3.9754 0.1985 0.082 -0.286 0.422 0.000
H 1.7419 4.3635 0.6633 -0.064 0.750 -0.825 0.001
H 2.5524 1.5208 0.9071 -0.326 -0.278 0.029 0.010
H 1.9801 3.3729 3.2389 -0.398 0.577 -0.193 0.001
H 3.5886 3.1778 2.6684 0.252 -0.139 -0.401 0.001
H 4.6981 1.1154 3.4977 -0.068 -0.731 0.038 0.000
H 3.4743 0.5136 4.8030 1.380 -0.005 0.506 0.000
H 4.1509 2.2533 4.6600 -0.203 -0.183 0.734 0.000
H 0.6092 1.6620 2.1940 -0.653 -1.364 0.102 -0.013
H 0.2003 3.0334 1.7609 -0.112 0.870 -0.338 -0.002
C -4.9278 1.6359 2.0312 -0.357 -1.338 -0.188 -0.001
C -3.6536 1.1794 2.7169 -0.638 -2.012 1.518 0.004
C -3.4080 -0.3898 2.8900 -0.857 0.364 -0.558 0.002
O -4.4596 -0.9501 3.6752 -0.253 0.055 -0.058 0.000
C -4.4957 -2.3918 3.8075 -0.050 1.297 -0.574 0.000
N -2.5117 1.7742 2.0708 0.601 0.309 0.072 0.162
H -5.1011 2.7113 1.9903 0.365 0.091 0.272 0.000
H -5.7822 1.1777 2.5294 -0.035 0.099 0.045 -0.001
H -4.9384 1.2618 1.0075 0.037 0.040 -0.211 0.000
H -3.7125 1.4031 3.7821 -0.027 0.958 0.155 0.004
H -2.4932 -0.6520 3.4215 0.559 0.660 -0.031 0.000
H -3.2786 -0.7731 1.8778 -0.429 -0.635 -0.210 0.000
H -5.1544 -2.6695 4.6303 0.047 0.376 0.025 0.000
H -3.5007 -2.7870 4.0123 0.090 -0.143 -0.211 0.000
H -4.9469 -2.7576 2.8852 0.319 -0.525 -0.065 0.000
H -1.7596 1.6748 2.7375 0.495 0.259 -0.071 0.002
H -2.7459 2.7537 1.9935 0.365 0.285 0.165 -0.003
C 1.5605 -6.2756 1.5002 0.784 -1.064 -0.138 0.005
C 1.1281 -4.9317 1.0319 -2.427 2.334 2.495 -0.029
C 1.4091 -3.7887 2.1161 -1.101 -2.162 -0.234 0.019
O 0.5581 -2.6383 1.9143 1.509 -1.091 0.915 0.142
C 0.7850 -1.7232 2.9949 1.204 0.443 -0.596 0.002
N 1.5071 -4.4918 -0.2750 1.586 -0.123 0.192 0.125
H 0.7470 -6.8489 1.9446 0.029 0.163 0.104 -0.001
H 2.4024 -6.2878 2.1924 0.084 0.164 0.045 0.000
H 1.8833 -6.8349 0.6221 0.077 -0.310 0.009 -0.001
H 0.0385 -4.9513 1.0104 -0.282 -0.126 0.064 0.004
H 2.4834 -3.6705 2.2575 0.180 1.074 -0.584 0.007
H 1.0955 -4.2049 3.0734 -0.166 -0.284 0.175 -0.005
H 1.8462 -1.4965 3.0971 0.362 -0.025 -0.465 0.003
H 0.5802 -2.1896 3.9585 -1.012 0.186 -0.034 -0.001
H 0.3474 -0.7702 2.6976 -0.572 -0.362 0.584 -0.003
H 1.6993 -5.3465 -0.7777 -0.692 -0.138 -1.034 0.009
H 2.4671 -4.2070 -0.1429 0.526 1.012 -0.415 0.009
C -2.7750 5.7591 -0.5484 -1.771 0.283 -0.122 0.007
C -2.6479 4.2916 -0.3056 -0.697 -0.962 -0.618 0.015
C -3.2023 3.4540 -1.5251 2.254 0.150 1.546 0.007
O -2.9634 2.0817 -1.1647 -2.049 -0.870 -1.335 0.135
C -3.4828 1.1829 -2.1638 -1.308 -1.090 0.120 -0.004
N -1.2494 4.0336 -0.0885 0.111 -0.902 -0.501 0.150
H -3.8539 5.9124 -0.5289 -0.071 0.821 -0.450 -0.001
H -2.3333 6.0016 -1.5149 -0.252 0.064 -0.107 0.000
H -2.3415 6.4434 0.1810 0.129 -0.382 0.289 -0.001
H -3.1182 3.8634 0.5796 -0.781 0.704 0.009 -0.009
H -2.4808 3.5727 -2.3335 -0.580 0.801 -0.676 -0.001
H -4.2539 3.6699 -1.7138 0.134 -0.133 -0.214 -0.001
H -3.0191 1.0696 -3.1437 0.836 0.817 0.260 0.004
H -4.5410 1.3558 -2.3597 -0.123 0.875 0.041 -0.002
H -3.5843 0.1658 -1.7853 0.788 0.049 0.640 -0.005
H -0.8327 4.2440 -0.9842 1.038 0.021 -0.110 -0.001
H -1.0246 4.7618 0.5742 0.935 -0.191 0.272 0.006
```
Forces are in eV/Å.

The calculation puts the strongest force on any atom at 7.0 eV Å⁻¹. As for the total energy: -79521.68703 eV. As for the charge: +1. As for the expectation value of S²: 6.0088. As for the multiplicity: 5.